one.
Molecular formula: C5H24N2O7
Method: DFT, ωB97M-V/def2-TZVPD

Results
LUMO level	0.53	eV
molecular weight	224.3	g mol⁻¹
orbital gap	9.550	eV

```
! RIJCOSX wB97M-V def2-TZVPD def2/J DEFGRID3
* xyz 0 1
N -0.3285 0.4996 -2.4589
C 0.1806 0.2769 -1.1347
C -0.6307 -0.8106 -0.3806
N 0.1796 -1.6472 0.5373
C -0.1031 -3.0863 0.6798
C 0.0951 -1.1162 1.9415
C 0.8855 0.1526 2.1171
O 1.5261 0.7030 1.2521
H -0.5842 -0.2769 -3.0423
H 0.2968 1.0829 -2.9886
H 0.0649 1.0941 -0.4074
H 1.2632 -0.0363 -1.0178
H -1.0582 -1.5049 -1.1411
H -1.6099 -0.4821 0.1258
H 0.5679 -3.5283 1.4219
H -1.1330 -3.3251 0.8645
H 0.2784 -3.5531 -0.2691
H 0.4877 -1.7503 2.7483
H -0.9372 -0.9122 2.2813
H 0.9199 0.6326 3.1011
H -2.4865 0.7125 2.6010
H -1.8026 1.9151 2.0795
O -1.6775 1.2166 2.7440
H 0.8045 3.7513 1.0121
H 1.6744 2.7947 0.2595
O 1.6670 3.7012 0.5870
H 3.9794 -1.5646 0.0390
H 2.6161 -1.0803 0.0725
O 3.1397 -1.7450 -0.4033
H 2.0817 -2.9742 -2.5482
H 1.5796 -1.6755 -1.9020
O 1.3021 -2.4268 -2.4350
H -1.9346 3.8026 0.2565
H -2.1882 2.4268 -0.2741
O -1.9929 2.8910 0.5619
H -3.0364 1.6106 -2.3845
H -1.6366 1.9204 -2.4370
O -2.4501 2.3114 -2.0594
*
```


two.
Molecular formula: C5H24N2O7
Method: DFT, ωB97M-V/def2-TZVPD

Results
LUMO level	0.08	eV
molecular weight	224.3	g mol⁻¹
orbital gap	9.762	eV

```
! RIJCOSX wB97M-V def2-TZVPD def2/J DEFGRID3
* xyz 0 1
O -2.3830 -0.0708 0.0319
C -1.2912 -0.0922 0.5876
N -0.7492 -1.3118 0.9043
C 0.6287 -1.8995 0.7621
C -1.7464 -2.3880 0.8166
C -0.3624 1.0975 0.5103
C -0.7842 2.2390 1.4894
N -0.4733 1.5806 -0.8637
H 0.7444 -2.8977 1.1742
H 0.8324 -2.0462 -0.3329
H 1.3842 -1.1515 0.9904
H -2.3730 -2.3582 -0.1114
H -2.5687 -2.2215 1.5363
H -1.3282 -3.3711 0.9484
H 0.7200 0.7608 0.6954
H -1.4691 2.9907 1.0100
H -1.1999 1.7578 2.3311
H 0.0616 2.8668 1.8666
H 0.3419 2.0112 -1.2599
H -1.2323 2.2016 -1.0623
H 1.9385 1.9396 2.4642
H 1.5861 1.1783 3.7590
O 1.5952 2.0623 3.3509
H 1.9216 -1.4972 3.9397
H 0.9883 -0.9918 3.0733
O 1.5352 -0.6136 3.8184
H 0.4711 0.5990 -3.5807
H -0.5843 1.7440 -3.8685
O 0.1606 1.2473 -4.2115
H 2.5320 1.9943 -0.8517
H 3.5446 1.6754 -1.9412
O 3.1197 1.3004 -1.1635
H -2.5425 -0.1981 -2.5837
H -1.1679 -0.4201 -2.2229
O -1.8010 -0.7440 -2.8794
H 0.3953 -1.9086 -2.4757
H -0.5502 -2.4090 -3.6540
O 0.1052 -2.6560 -2.9976
*
```


Which is less stable than every other structure shown? two is.